No. 1
Density functional theory data (wB97M-V/def2-TZVPD) for C28H24CoN4O3P as an isolated structure at a distorted geometry.

XYZ file:
```
61
Properties=species:S:1:pos:R:3:nbo_charge:R:1
Co -0.16807 -1.18004 0.52561 0.9673
N -1.60707 -0.85987 1.93264 -0.7700
C -1.01720 -0.00429 2.99502 -0.3145
C 0.46905 -0.30429 3.11728 0.6312
O 1.12665 0.22532 4.01506 -0.6800
N 0.86015 -1.12637 2.15697 -0.6877
C 2.25409 -1.46607 1.97534 -0.3538
C 2.54949 -1.37286 0.49425 0.7856
O 3.66646 -1.36529 0.03262 -0.6159
O 1.46453 -1.36916 -0.28760 -0.7574
H -2.48125 -0.47930 1.58566 0.3940
H -1.81409 -1.75962 2.34606 0.3760
H -1.49159 -0.15272 3.96523 0.2123
H -1.14249 1.04164 2.72158 0.2228
H 2.44070 -2.51275 2.24604 0.2092
H 2.93050 -0.83754 2.55037 0.2425
C -2.27497 5.21400 0.66885 -0.1978
C -2.84121 4.01466 1.08099 -0.2060
C -2.13228 2.83320 0.93402 -0.1922
C -0.85663 2.83367 0.37040 -0.3578
C -0.29940 4.03729 -0.05068 -0.1371
C -1.01163 5.22082 0.09643 -0.2200
P 0.01679 1.24752 0.13478 1.0212
C 1.73971 1.69954 -0.15943 -0.4017
C 2.38980 1.41904 -1.35464 -0.1142
C 3.74822 1.67319 -1.47722 -0.2104
C 4.45815 2.19892 -0.40889 -0.1860
C 3.81339 2.47656 0.78988 -0.2064
C 2.45744 2.22008 0.92001 -0.1991
C -0.75267 0.62811 -1.37039 -0.4218
C -1.09221 1.28113 -2.55224 -0.1814
C -1.77765 0.57323 -3.52532 -0.2294
C -2.13302 -0.75578 -3.29310 -0.2072
C -1.80188 -1.38668 -2.09858 -0.2062
C -1.10252 -0.69399 -1.10863 -0.2126
H -2.81726 6.14183 0.79806 0.2179
H -3.83115 4.00223 1.51860 0.2171
H -2.58451 1.89739 1.24370 0.1978
H 0.68884 4.05125 -0.49272 0.2228
H -0.57290 6.15224 -0.23797 0.2188
H 1.84088 0.97741 -2.17654 0.2185
H 4.25693 1.43283 -2.40131 0.2178
H 5.52334 2.36898 -0.50091 0.2154
H 4.36916 2.87273 1.62996 0.2185
H 1.96288 2.40486 1.86851 0.2271
H -0.82831 2.32207 -2.70531 0.2174
H -2.05101 1.05052 -4.45762 0.2150
H -2.67680 -1.30316 -4.05447 0.2112
H -2.11588 -2.41578 -1.94932 0.1832
N 0.60288 -5.56233 -3.73548 -0.2600
C 0.17381 -5.21803 -2.72796 0.2627
C -0.37563 -4.77738 -1.46790 -0.1961
C -1.33572 -5.53027 -0.81109 -0.0928
C -1.83798 -5.05599 0.38515 -0.2522
C -1.37610 -3.84529 0.86491 0.0866
N -0.46553 -3.10903 0.22694 -0.4138
C 0.04007 -3.56756 -0.92324 0.1201
H -1.67288 -6.46933 -1.22916 0.2396
H -2.57324 -5.61361 0.94657 0.2382
H -1.72598 -3.46581 1.81368 0.1901
H 0.79479 -2.95208 -1.39345 0.2835
```

Computed properties:
E_LUMO (alpha / beta) ... -0.02915 / -0.02910 hartree
Total charge ... 0
E_tot ... -3250.267450 a.u.
Energy above the lowest of the compared OMol25 structures with the same formula, charge and spin ... 23.1 kcal/mol

No. 2
Density functional theory data (wB97M-V/def2-TZVPD) for a 2-piece molecular cluster, C3H11N3O overall at a distorted geometry.

XYZ file:
```
18
Properties=species:S:1:pos:R:3:nbo_charge:R:1
C -0.33454 -0.87205 -1.43130 -0.3214
C 0.93166 -0.82371 -0.57953 0.6680
N 1.03912 -1.85965 0.27104 -0.8240
N -1.39658 -1.59754 -0.74555 -0.8502
O 1.77647 0.03900 -0.70701 -0.6432
H 0.28886 -2.53083 0.30851 0.4184
H 1.84638 -1.94788 0.86401 0.4032
H -1.76082 -1.03385 0.01770 0.3649
H -2.16450 -1.78245 -1.38115 0.3686
H -0.58873 0.15864 -1.71427 0.1995
H -0.07889 -1.41418 -2.34722 0.2170
C -0.49319 1.90685 1.04087 -0.4111
N 0.85051 2.39892 0.93637 -0.8429
H 1.36096 1.91186 0.20254 0.3868
H 1.35568 2.26345 1.80368 0.3484
H -1.03360 2.10511 0.11574 0.1929
H -0.99267 2.26932 1.95697 0.1934
H -0.60613 0.80900 1.38859 0.1316
```

Computed properties:
E_LUMO ... 0.03099 hartree
Total charge ... 0
SMILES ... NCC(N)=O.CN
E_tot ... -360.415034 a.u.
Energy above the lowest of the compared OMol25 structures with the same formula, charge and spin ... 14.0 kcal/mol